ORCA calculation (ωB97M-V/def2-TZVPD) on a molecular structure, C43H52F5MnN3OP2S in a non-equilibrium geometry.

Element x y z (Å)
Mn 1.04 0.00 -0.03
S 3.27 -1.03 -0.90
P 0.03 1.83 -1.52
P 0.14 -1.45 1.95
F 8.11 -0.39 0.59
F 2.97 1.44 0.63
F 7.46 1.74 2.14
F 6.19 -1.68 -0.86
F 4.90 2.71 2.12
O 0.06 -1.57 -1.40
N -3.17 -2.14 -2.42
N -1.80 -2.33 -2.54
N 0.15 1.45 1.33
C -1.33 -0.37 4.14
C -0.09 -5.61 -4.48
C -2.12 0.60 4.74
C 6.83 0.03 0.62
C 0.57 -4.39 -4.45
C 1.31 6.85 -0.05
C 6.52 1.14 1.40
C -4.03 -2.34 -3.55
C -2.94 0.28 5.96
C -2.19 1.85 4.13
C 1.61 -2.01 2.97
C -3.38 -1.21 -1.44
C -1.02 -2.95 2.12
C -4.76 -0.72 -1.14
C -1.16 -1.58 -1.57
C 2.54 -0.82 3.16
C 0.69 4.48 -0.67
C 0.98 3.66 1.96
C 1.27 4.95 1.60
C -0.59 1.18 2.43
C 1.20 0.82 -3.80
C -2.49 -2.54 2.02
C 5.86 -0.62 -0.11
C -1.59 2.56 -2.16
C 2.33 -3.12 2.21
C 5.22 1.63 1.39
C -1.25 -3.43 -3.22
C -2.19 -0.87 -0.87
C 1.08 5.40 0.29
C 1.12 2.13 -3.02
C 4.26 0.98 0.64
C 0.50 2.74 1.01
C -0.84 -3.86 3.33
C 2.52 2.56 -2.61
C -2.20 1.77 -3.31
C -1.42 2.14 3.03
C -1.92 -4.65 -3.26
C -0.62 -0.14 2.97
C 0.45 3.16 -0.34
C -2.59 2.70 -1.02
C -1.33 -5.73 -3.89
C -0.01 -3.29 -3.83
C 4.52 -0.19 -0.10
H 1.70 -4.00 2.09
H 1.18 7.02 -1.12
H -3.13 2.24 -3.62
H 0.56 4.82 -1.69
H 3.44 -1.10 3.71
H -1.26 -1.34 4.61
H 2.53 3.53 -2.11
H -2.88 -4.76 -2.77
H 1.53 -4.28 -4.93
H -4.35 -1.38 -3.97
H 1.66 0.05 -3.17
H -1.55 1.75 -4.18
H 2.93 1.83 -1.91
H -0.77 -3.54 1.22
H 2.04 0.00 3.68
H -2.14 3.25 -0.19
H -2.75 -2.28 1.00
H 0.21 0.46 -4.08
H -2.86 2.61 4.53
H 1.78 0.93 -4.71
H -2.01 -0.22 -0.03
H 0.12 -4.36 3.35
H -1.61 -4.64 3.31
H -3.92 -0.11 5.67
H 0.51 -2.35 -3.80
H 0.66 2.91 -3.65
H 1.64 5.64 2.35
H -3.12 -3.38 2.32
H -1.48 3.12 2.57
H -0.96 -3.32 4.27
H -4.75 -0.15 -0.22
H -3.11 1.18 6.56
H -1.33 3.56 -2.52
H 3.18 2.59 -3.47
H -5.11 -0.08 -1.95
H 0.38 -6.46 -4.95
H -4.91 -2.91 -3.25
H 2.86 -0.47 2.18
H -3.49 -2.90 -4.31
H 2.61 -2.77 1.22
H -2.91 1.73 -0.66
H -2.45 -0.46 6.57
H 3.23 -3.42 2.74
H -2.42 0.75 -3.01
H 2.31 7.16 0.23
H -1.86 -6.68 -3.91
H 1.12 3.33 2.98
H -5.45 -1.55 -1.04
H 0.60 7.48 0.48
H 1.27 -2.36 3.95
H -2.71 -1.70 2.66
H -3.46 3.26 -1.36

Values from the calculation:
<S²>   1.14
E_LUMO (alpha / beta)   0.008 / 0.008 hartree
Maximum force   2.0 eV Å⁻¹
Multiplicity   2
Total charge   0
Calculated total energy   -126272.273 eV
Molar mass   870.85 g/mol
Highest occupied orbital energy (alpha / beta)   -6.46 / -6.45 eV

Löwdin population analysis, charges in e, atoms 1 to 8: Mn 0.41; S 0.69; P 1.12; P 1.12; F 0.11; F 0.00; F 0.11; F 0.08